(1)
Entry from the OMol25 dataset: a structure of composition C33H28O6S2 at a distorted geometry (ωB97M-V/def2-TZVPD).

The geometry in XYZ format:
```
69
Properties=species:S:1:pos:R:3:forces:R:3
C 4.9794 3.7650 -1.6507 -0.1 -0.7 -0.3
O 5.0529 2.3384 -1.8767 0.4 1.4 -0.7
C 3.9272 1.7159 -2.2948 -0.7 -0.9 1.9
C 4.1017 0.3429 -2.5961 -0.6 1.3 0.2
C 3.0711 -0.5184 -2.3125 -0.6 -0.6 0.2
C 1.8821 -0.1036 -1.6670 0.6 0.5 -0.8
C 0.9181 -1.0917 -1.0134 -1.2 1.6 -3.5
C -0.5287 -0.5885 -1.2799 -0.7 0.0 -0.2
C -1.3822 -1.1998 -2.2097 0.9 -0.8 0.4
C -2.7253 -0.9118 -2.2158 -0.7 0.7 0.2
C -3.2513 0.0829 -1.4037 0.0 -0.5 0.4
O -4.6325 0.0662 -1.2628 0.0 0.7 0.4
C -5.3884 1.1533 -1.6853 0.6 -0.4 -0.6
C -6.6199 0.7795 -2.2230 0.5 0.7 -0.2
C -7.2605 1.6625 -3.0836 0.1 0.2 0.5
C -6.7433 2.9552 -3.2720 0.4 0.0 0.0
C -5.5768 3.3547 -2.5953 -0.3 -0.6 0.2
C -4.8818 2.4474 -1.7756 -0.7 0.0 -0.3
C -2.4041 0.8562 -0.6252 -0.4 0.1 0.0
C -1.0644 0.5224 -0.5940 0.9 -0.3 0.1
C 1.6156 1.2821 -1.8089 -0.2 -0.9 1.2
C 2.6302 2.2096 -1.9899 1.1 -0.3 -0.6
H 6.0203 4.0771 -1.5538 -0.3 0.2 -0.1
H 4.4753 4.2420 -2.5001 0.3 0.1 0.1
H 4.4151 4.0078 -0.7432 0.1 -0.2 0.0
H 5.0711 -0.0709 -2.8101 0.2 0.2 -0.3
H 3.2292 -1.5569 -2.5774 -0.1 0.0 0.5
H 0.9980 -2.1552 -1.4354 -0.1 1.6 -3.3
H -1.0353 -2.0299 -2.8348 0.0 0.3 0.3
H -3.4647 -1.4695 -2.7585 0.1 -0.3 -0.4
H -6.9284 -0.2298 -2.0074 -0.2 -0.2 -0.3
H -8.1476 1.3226 -3.6115 0.1 0.2 0.1
H -7.2302 3.6374 -3.9767 0.2 -0.2 0.4
H -5.1648 4.3525 -2.7090 -0.2 -0.1 -0.1
H -3.9816 2.7165 -1.2280 -0.2 0.1 -0.5
H -2.8066 1.6401 0.0256 0.3 -0.4 -0.2
H -0.4109 1.0976 0.0459 -0.2 -0.1 0.2
H 0.6146 1.6407 -1.6070 0.3 0.1 0.1
H 2.4466 3.2593 -1.7357 0.1 -0.5 -0.4
C -3.3026 -2.0385 4.7455 0.1 0.0 -0.2
C -3.4576 -2.9274 3.6667 0.8 0.3 0.0
C -2.3933 -3.0854 2.7688 0.4 0.0 0.5
C -1.1904 -2.3649 2.9825 -0.7 0.5 0.8
S -0.2946 -1.8276 1.5284 -0.9 1.2 -2.5
C 1.2389 -2.0928 -0.0600 0.3 -3.0 5.7
S 2.9128 -2.5231 0.6451 1.3 -0.2 -1.4
C 3.7521 -1.2529 1.6309 0.8 -0.1 0.5
C 4.3528 -0.1687 0.9813 -0.2 -0.1 -0.2
C 5.2013 0.7006 1.6713 -0.4 -0.6 0.3
C 5.5085 0.4527 3.0121 -0.4 0.0 -0.2
C 5.0076 -0.6834 3.6420 -0.4 -0.3 -0.3
C 4.1455 -1.5431 2.9555 -0.4 -0.1 -0.4
O 2.7847 -3.7284 1.4353 -0.5 1.0 -0.1
O 3.6622 -2.6218 -0.6099 -0.4 0.0 1.2
O -1.3355 -2.2416 0.5394 1.2 0.2 0.8
O -0.0401 -0.3768 1.7510 0.0 -1.7 0.3
C -1.0377 -1.4992 4.0658 -0.5 -0.6 0.3
C -2.1008 -1.3593 4.9694 0.2 -0.2 -0.4
H -4.1611 -1.8257 5.3779 0.2 -0.1 0.0
H -4.4156 -3.4312 3.5010 0.5 0.2 0.0
H -2.4872 -3.7090 1.8815 0.0 0.3 0.3
H 0.9338 -3.1617 -0.2826 -0.2 1.0 0.9
H 4.2126 -0.0406 -0.0892 -0.2 0.1 0.2
H 5.6030 1.5495 1.1388 0.1 0.0 0.0
H 6.1057 1.1512 3.5818 0.2 0.0 -0.1
H 5.2763 -0.9331 4.6694 0.0 0.2 -0.3
H 3.8193 -2.4712 3.4220 -0.1 0.3 -0.1
H -0.1380 -0.8914 4.1422 -0.3 -0.1 0.0
H -1.9819 -0.6572 5.7897 -0.2 -0.1 -0.1
```
Forces are in eV/Å.

Calculated values
Energy above the lowest of the compared OMol25 structures with the same formula, charge and spin: 72.36 kcal per mole
Kohn-Sham gap: 7.1 eV
HOMO energy: -8.08 eV
LUMO energy: -1.0 eV
F_max: 6.468 eV Å⁻¹

=====

(2)
Entry from the OMol25 dataset: a structure of composition C33H29BMnN4O6S (ωB97M-V/def2-TZVPD).

The geometry in XYZ format:
```
75
Properties=species:S:1:pos:R:3:forces:R:3
Mn -0.2399 0.3066 0.9699 -0.1 -0.1 0.3
O -2.8679 -0.3881 1.5170 -0.2 -0.1 0.0
C -3.2812 -1.2853 0.5020 -0.3 -0.1 0.1
C -2.1966 -1.3319 -0.5981 0.3 0.2 0.1
O -2.2829 -2.0779 -1.5516 0.0 -0.1 0.0
O -1.2460 -0.4719 -0.4291 0.1 0.0 -0.5
C -4.6104 -0.8183 -0.1144 0.0 0.0 0.1
C -5.4078 0.0892 0.5757 0.0 0.0 0.0
C -6.6248 0.5032 0.0516 0.0 0.0 0.0
C -7.0693 -0.0010 -1.1595 0.0 0.0 0.0
C -6.2830 -0.9168 -1.8451 0.0 0.0 0.0
C -5.0629 -1.3231 -1.3293 -0.1 -0.1 -0.1
C -3.5092 -2.6360 1.1946 0.0 0.1 0.0
C -3.3819 -3.8603 0.5483 0.0 0.1 0.0
C -3.6613 -5.0416 1.2234 0.0 0.0 0.0
C -4.0761 -5.0210 2.5450 0.0 0.0 0.0
C -4.2061 -3.8009 3.1933 0.0 0.0 0.0
C -3.9276 -2.6204 2.5239 0.1 0.0 0.0
H -2.9494 0.5132 1.1735 0.1 0.0 0.0
H -5.0828 0.4901 1.5263 0.0 0.0 0.0
H -7.2157 1.2285 0.5944 0.0 0.0 0.0
H -8.0160 0.3236 -1.5714 0.0 0.0 0.0
H -6.6177 -1.3162 -2.7939 0.0 0.0 0.0
H -4.4476 -2.0273 -1.8726 0.0 0.0 0.0
H -3.0599 -3.8854 -0.4815 0.0 0.0 0.0
H -3.5489 -5.9860 0.7049 0.0 0.0 0.0
H -4.2931 -5.9444 3.0661 0.0 0.0 0.0
H -4.5226 -3.7654 4.2279 0.0 0.0 0.0
H -4.0179 -1.6747 3.0370 0.0 0.0 0.0
S 0.4544 -1.2556 2.9668 0.0 0.1 -0.1
C 1.4952 0.1167 3.0566 0.2 0.1 0.1
C 2.4859 0.3654 4.0298 -0.2 -0.2 0.0
C 3.1812 1.5450 4.0007 0.1 0.2 0.0
C 2.9182 2.5040 3.0118 0.0 -0.1 0.1
C 1.9603 2.2076 2.0761 0.0 0.0 0.1
N 1.2931 1.0465 2.1031 0.0 0.1 -0.1
H 2.6589 -0.3811 4.7915 0.0 0.0 0.0
H 3.9353 1.7406 4.7527 0.0 0.0 0.0
H 3.4455 3.4450 2.9760 0.0 0.0 0.0
H 1.6952 2.8905 1.2791 0.0 0.0 0.0
C 7.2944 0.9825 -3.6191 0.0 0.0 0.0
C 5.8684 1.0616 -4.1768 0.0 0.0 0.0
C 5.5609 2.5241 -4.4953 0.0 0.0 0.0
C 5.7909 0.2598 -5.4816 0.0 0.0 0.0
C 4.8883 0.4712 -3.1603 -0.1 0.0 0.0
C 5.0471 -0.8565 -2.7509 0.0 0.0 0.0
C 4.1942 -1.4730 -1.8376 0.1 0.1 -0.1
C 3.1659 -0.7087 -1.3403 -0.1 -0.2 0.1
O 2.1859 -1.0548 -0.4370 0.1 0.1 -0.2
B 1.4102 0.0891 -0.2999 -0.2 0.0 0.1
O 1.8992 1.1318 -1.0889 0.2 -0.1 -0.1
C 2.9959 0.6002 -1.7328 -0.1 0.3 0.0
C 3.8300 1.2198 -2.6340 0.1 -0.1 0.0
H 8.0046 1.4064 -4.3326 0.0 0.0 0.0
H 7.5926 -0.0472 -3.4218 0.0 0.0 0.0
H 7.3762 1.5382 -2.6837 0.0 0.0 0.0
H 6.2896 2.8989 -5.2163 0.0 0.0 0.0
H 5.6192 3.1536 -3.6064 0.0 0.0 0.0
H 4.5697 2.6447 -4.9337 0.0 0.0 0.0
H 6.4829 0.6694 -6.2208 0.0 0.0 0.0
H 4.7834 0.2951 -5.8985 0.0 0.0 0.0
H 6.0485 -0.7876 -5.3238 0.0 0.0 0.0
H 5.8629 -1.4393 -3.1583 0.0 0.0 0.0
H 4.3287 -2.5006 -1.5344 0.0 0.0 0.0
H 3.6502 2.2469 -2.9108 0.0 0.0 0.0
N -1.5513 1.3594 3.9111 0.0 0.0 0.1
C -1.9797 2.0304 2.8118 0.0 0.1 -0.1
O -1.3797 1.8630 1.6989 -0.1 -0.1 0.0
C -3.0769 2.9097 2.9158 0.0 0.1 0.1
C -3.5053 3.6560 1.7879 0.1 -0.1 0.2
N -3.8699 4.2667 0.8804 0.0 0.1 -0.1
C -3.7386 3.0676 4.1588 -0.1 0.0 -0.4
N -4.2847 3.1606 5.1719 0.0 0.0 0.2
H -2.1420 1.3755 4.7277 0.0 0.0 0.0
H -1.0289 0.5006 3.7591 0.0 0.0 0.0
```
Forces are in eV/Å.

Calculated values
Energy above the lowest of the compared OMol25 structures with the same formula, charge and spin: 13.31 kcal per mole
Kohn-Sham gap (spin up / spin down): 7.6 / 7.6 eV
Charge: -1
HOMO energy (spin up / spin down): -5.47 / -5.47 eV
LUMO energy (spin up / spin down): 2.1 / 2.1 eV
2S+1: 5
<S²>: 6.154
F_max: 0.508 eV Å⁻¹

=====

(3)
Entry from the OMol25 dataset: a structure of composition C33H29ClN3O4RuS at a distorted geometry (ωB97M-V/def2-TZVPD).

The geometry in XYZ format:
```
72
Properties=species:S:1:pos:R:3:forces:R:3
Ru 1.2207 0.4822 0.8867 -0.8 0.4 1.7
N 1.6556 -7.5784 -5.5449 0.0 0.0 0.0
C 1.6412 -6.6827 -4.8256 0.0 -0.2 -0.1
C 1.6218 -5.5693 -3.9267 0.0 0.2 0.1
C 0.5049 -4.7360 -3.8830 0.1 0.0 0.1
C 0.4916 -3.6593 -3.0158 0.0 -0.1 0.0
C 1.5827 -3.4079 -2.1878 0.0 0.0 0.0
C 2.6943 -4.2454 -2.2380 0.0 0.0 -0.1
C 2.7195 -5.3233 -3.1036 -0.1 0.0 0.0
C 1.5585 -2.2465 -1.2629 0.0 0.2 0.0
C 1.4265 -0.9823 -1.8396 0.0 -0.1 0.2
C 1.4210 -0.6810 -3.2251 0.0 0.2 0.0
C 1.3585 0.6876 -3.3341 -0.1 0.1 0.1
C 1.3226 1.1935 -2.0100 0.0 0.1 -0.5
N 1.3690 0.2135 -1.1298 0.2 -0.3 0.1
C 1.6812 -2.5114 0.0964 -0.2 0.3 0.1
C 1.7959 -3.7729 0.7237 0.0 -0.1 0.4
C 1.8302 -3.5436 2.0826 0.0 0.0 0.0
C 1.7269 -2.1410 2.2485 0.1 -0.5 0.3
N 1.6366 -1.5337 1.0871 0.0 0.4 -0.5
H -0.3443 -4.9376 -4.5203 0.0 0.0 0.0
H -0.3772 -3.0181 -2.9636 0.0 0.0 0.0
H 3.5508 -4.0351 -1.6128 0.0 0.0 0.0
H 3.5845 -5.9694 -3.1500 0.0 0.0 0.0
H 1.4948 -1.4049 -4.0177 0.0 0.0 -0.1
H 1.3491 1.2815 -4.2319 0.0 0.0 -0.1
H 1.2476 2.2119 -1.6697 0.0 0.0 -0.1
H 1.8291 -4.7208 0.2149 0.0 0.0 0.0
H 1.9101 -4.2669 2.8765 0.0 0.0 0.0
H 1.6885 -1.5740 3.1653 0.0 -0.1 0.0
Cl 3.3449 2.9969 4.7238 0.0 0.0 0.0
C 2.5087 1.4290 4.6350 0.0 0.0 0.0
C 2.1359 1.0798 3.2096 0.5 -0.1 0.1
O 3.0010 1.0163 2.3142 0.0 -0.1 -0.5
O 0.9305 0.7940 2.9558 -0.1 -0.2 -0.2
H 1.6181 1.4797 5.2531 0.0 0.0 0.0
H 3.1966 0.6758 5.0155 0.0 0.0 0.0
O -0.9004 -0.0544 0.8874 0.9 -0.3 -0.8
S -1.7388 1.0685 1.4522 -0.4 0.7 0.1
C -2.1368 2.1219 0.0600 0.0 -0.1 -0.1
C -2.6356 3.3890 0.3044 0.0 0.0 0.0
C -2.9116 4.2212 -0.7707 0.0 0.0 0.0
C -2.6719 3.7840 -2.0651 0.0 0.0 0.0
C -2.1582 2.5146 -2.2901 0.0 -0.1 -0.1
C -1.8837 1.6728 -1.2249 -0.1 0.0 0.1
C -3.3419 0.3016 1.6583 0.1 -0.2 0.0
C -3.5564 -0.9845 1.1906 0.1 0.1 0.0
C -4.8042 -1.5611 1.3725 0.0 0.0 0.0
C -5.8113 -0.8589 2.0162 0.0 0.0 0.0
C -5.5756 0.4235 2.4929 0.0 0.0 0.0
C -4.3316 1.0083 2.3231 0.0 0.0 0.0
H -2.7879 3.7390 1.3178 0.0 0.0 0.0
H -3.2969 5.2165 -0.5942 0.0 0.0 0.0
H -2.8764 4.4392 -2.9009 0.0 0.0 0.0
H -1.9597 2.1783 -3.2995 0.0 0.0 0.0
H -1.4593 0.6890 -1.3736 0.0 0.0 0.0
H -2.7498 -1.5117 0.7005 0.0 0.0 0.0
H -4.9871 -2.5644 1.0119 0.0 0.0 0.0
H -6.7822 -1.3140 2.1557 0.0 0.0 0.0
H -6.3584 0.9648 3.0060 0.0 0.0 0.0
H -4.1362 2.0008 2.7094 0.0 0.0 0.0
C 2.7623 3.6171 0.5190 -0.1 0.0 0.0
C 1.2412 3.6105 0.6772 0.4 0.3 0.3
C 0.8246 4.2561 1.9989 0.0 -0.1 -0.1
O 0.6995 2.3286 0.5758 -0.4 -0.6 -0.3
H 3.1682 4.6144 0.6982 0.0 0.0 0.0
H 3.0593 3.3088 -0.4847 0.0 0.0 0.0
H 3.2126 2.9319 1.2333 0.0 0.0 0.0
H 0.8060 4.2007 -0.1503 0.0 -0.1 0.1
H 1.4004 3.8460 2.8295 0.0 0.0 0.0
H -0.2324 4.0662 2.1906 0.0 0.0 0.0
H 0.9827 5.3351 1.9767 0.0 0.0 0.0
```
Forces are in eV/Å.

Calculated values
Energy above the lowest of the compared OMol25 structures with the same formula, charge and spin: 15.22 kcal per mole
Kohn-Sham gap (spin up / spin down): 6.9 / 6.8 eV
HOMO energy (spin up / spin down): -7.70 / -7.69 eV
LUMO energy (spin up / spin down): -0.8 / -0.9 eV
2S+1: 2
<S²>: 0.755
F_max: 1.904 eV Å⁻¹